Molecular formula: C9H10
Method: DFT, ωB97M-V/def2-TZVPD

The calculation puts the total energy at -348.7782 a.u. For the relative energy (zero: lowest compared OMol25 entry of this formula, charge and spin), the calculation gives 61.9 kcal/mol. The gap between HOMO and LUMO is 9.36 eV. As for the HOMO energy: -8.31 eV.

Cartesian coordinates (Å):
C -2.71 -0.55 0.07
C -1.24 -0.12 -0.03
C -0.97 1.13 -0.15
C 0.55 1.17 -0.22
C 0.88 -0.20 -0.97
C 2.30 -0.42 -0.65
C 2.31 -0.20 0.69
C 0.94 0.23 0.99
C 0.03 -0.84 0.17
H -3.04 -1.23 -0.71
H -3.38 0.45 0.20
H -2.79 -1.07 1.04
H -1.60 1.97 -0.29
H 0.90 2.16 -0.40
H 0.53 -0.35 -2.05
H 3.17 -0.52 -1.39
H 3.05 -0.21 1.53
H 0.83 0.58 2.00
H 0.24 -1.98 0.17

Mulliken atomic charge list, values in e, 5 entries: number 1, C, carries -1.08; number 2, C, carries 0.39; number 3, C, carries -0.61; number 4, C, carries -0.60; number 5, C, carries -0.04



Molecular formula: C9H10
Method: DFT, ωB97M-V/def2-TZVPD

The calculation puts the total energy at -348.5775 a.u. For the relative energy (zero: lowest compared OMol25 entry of this formula, charge and spin), the calculation gives 187.8 kcal/mol. The gap between HOMO and LUMO is 8.57 eV. As for the HOMO energy: -8.42 eV.

Cartesian coordinates (Å):
C -0.45 -1.91 0.06
C -1.71 -1.53 0.20
C 0.84 -1.39 -0.05
C 0.37 -0.08 -0.27
C 1.63 -0.22 0.48
C -1.21 -0.02 -0.12
C 2.89 0.00 -0.31
C -1.28 0.61 1.28
C -1.95 0.46 -1.35
H 1.59 -0.16 1.51
H 2.76 0.27 -1.41
H 3.43 -0.82 -0.35
H 3.42 0.77 0.11
H -0.79 1.59 1.47
H -0.81 -0.06 2.07
H -2.23 0.86 1.46
H -1.98 1.49 -1.30
H -3.01 -0.01 -1.29
H -1.50 0.16 -2.20

Mulliken atomic charge list, values in e, 5 entries: number 1, C, carries 0.10; number 2, C, carries -0.88; number 3, C, carries -0.14; number 4, C, carries -0.83; number 5, C, carries 0.61



Molecular formula: C9H10Cl2N
Method: DFT, ωB97M-V/def2-TZVPD

The calculation puts the total energy at -1323.6526 a.u. The charge is +1. The gap between HOMO and LUMO is 7.29 eV. As for the HOMO energy: -13.26 eV.

Cartesian coordinates (Å):
C 1.29 -2.67 -0.85
C -0.12 -2.77 -0.74
C 1.92 -1.51 -1.04
C -0.15 -0.39 -0.73
C -0.87 -1.60 -0.64
C 1.18 -0.39 -0.99
C 0.75 1.73 2.34
C -1.17 1.72 -0.54
C -1.18 1.84 0.96
N 0.00 1.26 1.44
Cl -2.56 -1.61 -0.27
Cl 2.00 1.12 -1.32
H 1.81 -3.63 -1.02
H -0.66 -3.66 -0.48
H 2.97 -1.41 -1.19
H 0.42 2.58 3.06
H 1.57 1.10 2.78
H -2.22 1.63 -0.97
H -0.58 2.24 -1.36
H -0.92 0.50 -0.81
H -1.96 1.13 1.18
H -1.52 2.77 1.19

Mulliken atomic charge list, values in e, 5 entries: number 1, C, carries -0.59; number 2, C, carries -0.47; number 3, C, carries -0.53; number 4, C, carries -0.12; number 5, C, carries 0.23



Molecular formula: C9H10ClN3S
Method: DFT, ωB97M-V/def2-TZVPD

The calculation puts the total energy at -1371.6031 a.u. For the relative energy (zero: lowest compared OMol25 entry of this formula, charge and spin), the calculation gives 0.0 kcal/mol. As for the structure (SMILES): [H]/N=C1\SCCN1c1ccc(Cl)cc1N. The gap between HOMO and LUMO is 8.48 eV. As for the HOMO energy: -7.91 eV.

Cartesian coordinates (Å):
Cl -2.54 1.08 -4.31
N 0.04 1.40 2.37
S 1.91 -0.25 3.03
C 0.71 0.40 1.94
C -0.32 0.37 -2.87
C -2.24 0.75 -1.53
C 0.47 0.14 -1.70
C -1.66 0.69 -2.80
C -1.53 0.45 -0.37
C -0.13 0.15 -0.46
N -2.17 0.45 0.84
N 0.61 -0.23 0.70
C 2.54 -1.32 1.69
C 1.37 -1.50 0.71
H 0.36 1.76 3.30
H 0.19 0.35 -3.83
H -3.27 1.02 -1.37
H 1.54 -0.09 -1.86
H -3.09 0.84 0.90
H -1.53 0.68 1.58
H 3.34 -0.79 1.21
H 2.94 -2.28 2.06
H 0.68 -2.27 1.06
H 1.76 -1.80 -0.28

Mulliken atomic charge list, values in e, 5 entries: number 1, Cl, carries -0.22; number 2, N, carries -0.83; number 3, S, carries -0.18; number 4, C, carries 0.54; number 5, C, carries -0.55



Molecular formula: C9H10ClN5
Method: DFT, ωB97M-V/def2-TZVPD

The calculation puts the total energy at -1082.7871 a.u. For the relative energy (zero: lowest compared OMol25 entry of this formula, charge and spin), the calculation gives 0.0 kcal/mol. As for the structure (SMILES): CN(C1CC1)n1cc2ncnc-2nc1Cl. The gap between HOMO and LUMO is 8.96 eV. As for the HOMO energy: -8.79 eV.

Cartesian coordinates (Å):
C -0.78 1.03 -0.34
C -3.92 1.15 0.97
C -2.11 1.00 -0.02
C -2.86 -0.30 -0.02
C -1.02 -1.33 -0.82
C 1.41 -0.05 1.65
C 2.56 -0.90 1.20
C 2.04 0.12 0.26
C 1.68 -0.10 -2.18
N -2.91 1.89 0.62
N -3.97 -0.13 0.54
N -2.26 -1.38 -0.59
N -0.14 -0.09 -0.70
N 1.19 -0.24 -0.82
Cl -0.05 -2.72 -1.08
H -0.17 1.87 -0.10
H -4.73 1.66 1.60
H 0.44 -0.42 1.81
H 1.57 0.76 2.35
H 3.52 -0.68 1.77
H 2.23 -1.93 1.18
H 2.84 0.91 0.13
H 1.42 0.78 -2.53
H 2.72 -0.01 -2.04
H 1.29 -0.88 -2.84

Mulliken atomic charge list, values in e, 5 entries: number 1, C, carries 0.14; number 2, C, carries -0.09; number 3, C, carries 0.15; number 4, C, carries 0.51; number 5, C, carries 0.46



Molecular formula: C9H10ClNO2
Method: DFT, ωB97M-V/def2-TZVPD

The calculation puts the total energy at -1014.1796 a.u. For the relative energy (zero: lowest compared OMol25 entry of this formula, charge and spin), the calculation gives 143.5 kcal/mol. As for the structure (SMILES): C=C[C@@H]1C=CC=C[C@@]1(CCl)[N+](=O)[O-]. The gap between HOMO and LUMO is 9.00 eV. As for the HOMO energy: -9.12 eV.

Cartesian coordinates (Å):
C -0.95 -1.19 -1.92
C 0.45 -1.65 -2.05
C -1.24 -0.14 -1.18
C 1.47 -1.39 -1.20
C -0.35 2.14 1.53
C -0.70 1.05 0.91
C -0.12 0.56 -0.39
C 1.22 -0.36 -0.02
C 1.09 -1.25 1.23
N 2.33 0.56 0.08
O 2.36 1.53 -0.68
O 3.19 0.28 0.90
Cl -0.36 -2.22 1.38
H -1.59 -1.68 -2.58
H 0.64 -2.35 -2.85
H -2.24 -0.11 -0.78
H 2.40 -1.76 -1.27
H -0.86 2.35 2.50
H 0.30 2.85 1.06
H -1.46 0.28 1.39
H 0.32 1.35 -1.02
H 1.19 -0.69 2.20
H 1.86 -1.96 1.29

Mulliken atomic charge list, values in e, 5 entries: number 1, C, carries -0.42; number 2, C, carries -0.43; number 3, C, carries -1.02; number 4, C, carries -0.98; number 5, C, carries -0.78



Molecular formula: C9H10F3InN
Method: DFT, ωB97M-V/def2-TZVPD

The calculation puts the total energy at -893.2316 a.u. The charge is -1. The gap between HOMO and LUMO (spin up / spin down) is 5.16 / 5.27 eV. As for the HOMO energy (spin up / spin down): -2.70 / -2.78 eV.

Cartesian coordinates (Å):
C 0.96 -1.30 -1.91
C -0.43 -1.32 -2.21
C -1.12 -1.92 -1.12
C -0.17 -2.26 -0.12
C 1.13 -1.87 -0.60
In 0.31 0.41 0.38
C -1.81 1.82 -0.90
C -0.48 1.88 -1.20
C 0.37 2.40 -2.09
N 2.08 1.13 -0.29
H -2.18 -2.16 -1.10
H -0.88 -0.99 -3.15
H -0.36 -2.83 0.79
H 2.08 -2.10 -0.13
H 1.75 -0.95 -2.56
H -2.49 1.25 -1.54
H 2.97 1.15 0.24
H -2.24 2.38 -0.06
H 0.01 3.03 -2.92
H 1.46 2.23 -2.03
F -1.81 -0.50 2.35
C -0.58 0.15 2.41
F -0.80 1.31 3.11
F 0.22 -0.64 3.21

Mulliken atomic charge list, values in e, 5 entries: number 1, C, carries -0.38; number 2, C, carries -0.55; number 3, C, carries -0.52; number 4, C, carries -0.74; number 5, C, carries -0.50



Molecular formula: C9H10F3N4O3PdS2
Method: DFT, ωB97M-V/def2-TZVPD

The calculation puts the total energy at -2017.3562 a.u. For the relative energy (zero: lowest compared OMol25 entry of this formula, charge and spin), the calculation gives 5.4 kcal/mol. The charge is +1. The gap between HOMO and LUMO is 8.00 eV. As for the HOMO energy: -12.55 eV.

Cartesian coordinates (Å):
Pd 0.11 -0.31 -0.07
C -1.31 3.68 -0.75
C -1.20 2.22 -0.50
N -0.06 1.63 -0.42
N 1.12 2.32 -0.54
C 2.26 1.60 -0.70
N 3.40 2.27 -0.85
S 2.23 -0.10 -0.75
C -2.38 1.34 -0.31
C -3.65 1.84 -0.10
C -4.70 0.94 0.07
C -4.45 -0.42 0.00
C -3.14 -0.84 -0.21
N -2.14 0.02 -0.36
H -0.64 3.98 -1.56
H -1.06 4.25 0.15
H -2.32 3.96 -1.04
H 1.14 3.31 -0.34
H 3.43 3.27 -0.94
H 4.26 1.76 -0.90
H -3.84 2.90 -0.04
H -5.70 1.30 0.25
H -5.23 -1.15 0.12
H -2.88 -1.89 -0.24
F 1.77 -0.99 2.63
C 1.25 -2.22 2.78
F 0.98 -2.43 4.05
F 2.15 -3.11 2.36
S -0.28 -2.35 1.76
O -0.88 -3.60 2.07
O -1.00 -1.12 2.03
O 0.27 -2.28 0.36

Mulliken atomic charge list, values in e, 5 entries: number 1, Pd, carries 0.38; number 2, C, carries -1.72; number 3, C, carries 0.98; number 4, N, carries 0.07; number 5, N, carries -0.43